No. 1
DFT (ωB97M-V/def2-TZVPD) results for a 3-piece molecular cluster, C14H31ClF3O6P overall.

Output
- Kohn-Sham gap (eV) = 10.8
- SMILES string = CCCCO[P@@](=O)(OCCC(F)(F)F)O[C@H](Cl)CC.CCO.CCO
- multiplicity = 1
- lowest unoccupied orbital energy (eV) = 0.617

Geometry (Å):
C 1.8815 2.4336 1.7345
C 3.1874 1.6659 1.9135
C 3.2038 0.3038 1.2175
C 2.7567 0.3205 -0.2327
O 1.3129 0.1415 -0.2861
P 0.5778 -0.0136 -1.6774
O 1.4216 0.1329 -2.8580
O -0.1796 -1.3919 -1.5566
C -1.0883 -1.6388 -0.4744
C -1.0125 -3.1347 -0.1966
C -2.1909 -3.6844 0.5758
F -2.4997 -4.9349 0.1731
F -1.9352 -3.7536 1.8953
F -3.3056 -2.9456 0.4355
O -0.6609 0.9926 -1.5935
C -0.5511 2.3136 -2.1057
Cl -0.7915 3.4473 -0.7407
C -1.5543 2.5212 -3.2330
C -2.9297 3.0495 -2.8461
H 1.8342 3.2970 2.3999
H 1.7738 2.7993 0.7140
H 1.0207 1.7927 1.9421
H 4.0170 2.2649 1.5287
H 3.3746 1.5067 2.9792
H 4.2186 -0.1028 1.2411
H 2.5676 -0.4035 1.7579
H 3.2160 -0.4903 -0.7991
H 3.0052 1.2600 -0.7308
H -2.0869 -1.3287 -0.7760
H -0.7919 -1.0592 0.4014
H -0.9399 -3.6721 -1.1414
H -0.1206 -3.3612 0.3875
H 0.4662 2.4942 -2.4467
H -1.0874 3.1811 -3.9674
H -1.6570 1.5458 -3.7132
H -3.6306 2.8784 -3.6633
H -3.3176 2.5449 -1.9597
H -2.9051 4.1189 -2.6400
C -5.7373 -7.2918 0.1788
C -5.4664 -7.1623 1.6655
O -4.1246 -7.4859 2.0053
H -5.5128 -8.3029 -0.1619
H -6.7819 -7.0710 -0.0463
H -5.1166 -6.5942 -0.3886
H -6.0830 -7.8625 2.2292
H -5.7157 -6.1524 2.0100
H -3.5416 -6.8730 1.5438
C 4.7645 6.2136 1.6359
C 5.1726 4.9597 0.8876
O 4.1464 4.4838 0.0230
H 3.8577 6.0330 2.2135
H 5.5548 6.5334 2.3165
H 4.5685 7.0337 0.9411
H 5.3612 4.1450 1.5871
H 6.0967 5.1319 0.3256
H 3.9584 5.1708 -0.6250



No. 2
DFT (ωB97M-V/def2-TZVPD) results for an isolated ion of composition C14H31ClN2O4PS2 and charge +1.

Output
- Kohn-Sham gap (eV) = 9.5
- SMILES string = CCCCO[N@@+](CCCCNC(C)=O)(CCCCS(=O)(=O)Cl)[PH2]=S
- net charge = +1
- multiplicity = 1
- lowest unoccupied orbital energy (eV) = -2.915

Geometry (Å):
C 4.1716 4.1807 0.9119
C 3.7382 2.9477 0.0939
C 2.2140 2.8286 -0.0887
C 1.8100 2.2568 -1.4528
O 0.6846 1.3508 -1.4675
N 0.8615 0.0362 -0.9463
C 0.2533 -0.0191 0.4655
C -0.9034 0.9345 0.6812
C -1.7782 0.3929 1.8211
C -3.0431 1.2164 2.0424
N -3.7952 1.3632 0.7941
C -4.6259 0.2372 0.4883
C -4.8432 0.0129 -0.9762
O -5.0729 -0.4708 1.3362
C 0.0300 -0.8351 -1.8720
C 0.3153 -2.3320 -1.9429
C -0.3651 -3.2023 -0.8582
C 0.5932 -3.7529 0.1927
S -0.0600 -5.0353 1.2726
O 0.0904 -6.2901 0.6177
O 0.4484 -4.7924 2.5819
Cl -2.0417 -4.5996 1.3358
P 2.5971 -0.5204 -0.8064
S 3.5887 -0.7370 -2.4169
H 4.7983 3.8884 1.7539
H 4.7568 4.8678 0.3026
H 3.3118 4.7107 1.3231
H 4.1164 2.0635 0.6173
H 4.2250 2.9533 -0.8838
H 1.7672 2.2529 0.7267
H 1.7936 3.8334 -0.0093
H 1.4212 3.0637 -2.0751
H 2.6574 1.8499 -2.0097
H -0.0774 -1.0474 0.6088
H 1.0654 0.1660 1.1747
H -0.5424 1.9287 0.9464
H -1.5327 0.9984 -0.2075
H -1.2040 0.3205 2.7487
H -2.0772 -0.6322 1.5629
H -3.6387 0.7238 2.8154
H -2.7891 2.2010 2.4418
H -4.3334 2.2219 0.7992
H -5.3354 0.8859 -1.4116
H -3.8899 -0.1378 -1.4829
H -5.4842 -0.8555 -1.1161
H -1.0065 -0.6798 -1.5674
H 0.1453 -0.3687 -2.8481
H 1.3757 -2.5672 -2.0444
H -0.1221 -2.6306 -2.8982
H -0.8457 -4.0471 -1.3559
H -1.1771 -2.6495 -0.3835
H 0.9015 -2.9888 0.9101
H 1.4556 -4.2249 -0.2819
H 2.3235 -1.6793 -0.0821
H 3.0734 0.4083 0.1183



No. 3
DFT (ωB97M-V/def2-TZVPD) results for C14H31O5S4 as an isolated structure.

Output
- Kohn-Sham gap (eV) = 4.7
- ΔE to the lowest compared entry with this formula, charge and spin (kJ/mol) = 1384.37
- net charge = -1
- multiplicity = 1
- lowest unoccupied orbital energy (eV) = 2.146

Geometry (Å):
O 47.1570 0.6230 5.1260
H 47.1030 1.1720 5.8060
C 45.0450 1.5760 2.1990
S 44.6640 0.5810 3.5850
O 43.1060 0.5900 3.4730
C 45.3010 -0.8810 2.7640
H 44.8570 2.6880 2.3720
H 44.5250 1.2610 1.2010
H 46.1700 1.3690 1.9990
H 44.8330 -0.8810 1.6770
H 45.2840 -1.8330 3.2210
H 46.3010 -0.6300 2.8370
C 44.3720 0.5890 8.0280
S 43.1960 1.1580 6.7390
O 41.8390 1.4330 7.5290
C 43.8810 2.7020 6.3760
H 45.3490 0.9340 7.7590
H 44.0950 -0.3280 8.4330
H 43.9020 1.0050 8.7590
H 43.2390 3.1020 5.5120
H 44.9090 2.7140 5.9100
H 44.2400 3.2480 7.2930
C 50.7470 2.6220 3.8610
S 49.7480 1.5390 5.0050
O 50.6120 0.2160 4.8490
C 50.2910 2.2150 6.4830
H 51.6110 2.7820 4.1400
H 50.3010 3.5400 3.8340
H 50.8180 2.2160 2.9600
H 51.2860 2.0450 6.7380
H 49.9030 1.7600 7.5410
H 50.1520 3.2860 6.4340
C 47.2460 -1.2050 5.9960
S 46.3570 0.3620 6.3110
O 44.9420 -0.0150 6.3040
C 46.6720 0.4510 8.0170
H 48.3210 -1.0320 6.1360
H 47.2770 -1.4220 4.9520
H 46.9260 -2.1420 6.6560
H 47.8570 0.2100 8.1450
H 46.2400 -0.3160 8.5820
H 46.3850 1.2130 8.5620
C 47.9010 -2.2060 0.1400
C 48.4450 -1.2480 -0.9680
C 48.8670 0.0970 -0.4610
C 48.8850 0.4070 0.9360
C 48.1530 -0.4550 1.7710
C 47.6720 -1.8170 1.4030
H 47.4390 -3.2000 -0.3270
H 48.3660 -1.5740 -2.1540
H 49.3810 0.9210 -1.1370
H 49.2170 1.3530 1.3840
H 48.2170 -0.1880 2.7230
H 46.9300 -2.3610 2.0660



No. 4
DFT (ωB97M-V/def2-TZVPD) results for C14H32Br6ClN3O11P as an isolated structure.

Output
- Kohn-Sham gap (eV) = 7.5
- net charge = -1
- multiplicity = 1
- lowest unoccupied orbital energy (eV) = 2.438

Geometry (Å):
Cl -0.1487 1.1891 -0.4478
O 0.3341 0.2591 -1.3741
O -1.5103 0.8701 -0.3363
O 0.5868 1.1379 0.8455
O -0.0067 2.5086 -1.0258
C 2.8579 2.1267 0.3992
Br 4.7676 1.7285 0.6320
Br 2.4662 2.3784 -1.5560
Br 2.0789 3.5862 1.3412
H 2.2469 1.2530 0.6259
C -0.4453 4.5496 -1.4585
Br -2.0244 3.7558 -2.4459
Br -0.9316 5.1427 0.2859
Br 0.3209 5.8714 -2.7027
H 0.2714 3.7419 -1.3099
O -0.7918 -1.4114 -0.4389
P 0.1788 -1.9879 0.5240
N 0.1910 -3.7055 0.6379
C -0.2192 -4.5333 -0.4588
C 0.8763 -4.3780 1.8047
N -0.1526 -1.4797 2.1439
C -1.2523 -2.0860 2.8547
C 0.1767 -0.1038 2.5356
N 1.8330 -1.5543 0.3996
C 2.0964 -0.3540 -0.3917
C 2.9632 -2.2531 1.0018
H 0.4777 -5.3473 -0.6583
H -0.4065 -3.9640 -1.3693
H -1.0780 -5.1703 -0.2468
H 0.3423 -5.1792 2.3156
H 1.5594 -3.8496 2.4697
H 1.6173 -5.0083 1.3131
H -1.5325 -3.1296 2.7113
H -1.1095 -2.0247 3.9335
H -2.1980 -1.5673 2.6979
H -0.6100 0.5559 2.1696
H 0.2146 -0.1640 3.6233
H 1.1823 0.1898 2.2348
H 3.1694 -0.2235 -0.5327
H 1.5269 -0.3346 -1.3209
H 1.9078 0.5433 0.1977
H 3.9315 -1.8689 0.6809
H 2.9475 -3.3303 0.8362
H 2.8969 -2.1751 2.0869
C -6.2837 3.0269 0.1177
O -5.0839 3.0897 0.9458
C -3.8395 3.0021 0.4360
O -3.6582 2.5747 -0.6973
O -2.8874 3.2001 1.3684
C -1.5561 2.9383 0.9888
H -7.1681 2.8312 0.7239
H -6.3776 2.1763 -0.5574
H -6.3941 3.9619 -0.4317
H -0.9114 3.6603 1.4901
H -1.3771 3.1997 -0.0542
H -1.1743 1.9273 1.1305
C 1.3943 -3.0004 -1.6664
O 1.8654 -1.8670 -2.3529
C 1.0646 -0.9030 -2.8279
O -0.1848 -0.8187 -2.7179
O 1.8678 0.0509 -3.3964
C 1.4056 1.3618 -3.3495
H 1.5860 -2.9383 -0.5951
H 2.0129 -3.7254 -2.1954
H 0.3444 -3.2871 -1.7265
H 0.3160 1.3694 -3.3785
H 1.7613 2.1050 -4.0630
H 1.6760 1.8599 -2.4185



No. 5
DFT (ωB97M-V/def2-TZVPD) results for C14H32N4 as an isolated structure.

Output
- Kohn-Sham gap (eV) = 8.7
- multiplicity = 1
- lowest unoccupied orbital energy (eV) = 0.226

Geometry (Å):
C -2.7738 -1.6631 -1.7452
C -3.2148 -1.1535 -0.4165
C -2.8553 1.2865 -0.7535
C -1.8928 1.4288 0.3804
C -0.6892 2.6043 0.0833
C 1.8729 2.8630 -0.3340
C 2.5483 2.0606 -1.6581
C 2.5660 0.7711 -2.1876
C 1.8254 -0.5398 -2.2372
C 1.7151 -2.7607 -0.5469
C 0.3743 -2.1641 -0.1123
C 0.5977 -1.8775 1.3553
C 1.4744 -0.2438 2.9255
C 0.2396 0.6403 3.1600
H -2.9431 -2.8582 -1.6517
H -1.7310 -1.3633 -2.1615
H -3.4707 -1.2350 -2.4660
H -4.2467 -1.5673 -0.0832
H -2.3421 -1.3561 0.2977
H -4.6970 0.3292 -0.7684
H -2.2497 1.1914 -1.7706
H -3.4966 2.1648 -0.7542
H -2.4121 1.8694 1.1105
H -1.4352 0.5409 0.9732
H -0.4413 3.3213 1.1106
H -1.1676 3.1234 -0.7699
H 0.3279 0.7660 -0.1237
H 1.9563 4.4121 -0.4916
H 2.6821 2.4037 1.0576
H 3.5342 2.6508 -1.8883
H 3.3446 0.9405 -3.2576
H 0.9022 -0.0792 -2.1235
H 2.2105 -1.0574 -3.1164
H 3.0962 -1.0940 -0.3841
H 1.6002 -3.8336 -1.1962
H 2.2512 -3.3677 0.3467
H -0.4083 -2.9558 -0.3583
H -0.0379 -1.2565 -0.6644
H 1.2022 -2.7832 1.6180
H -0.3760 -1.6391 1.8855
H 2.3235 -1.0654 1.3129
H 2.3559 0.6778 3.0556
H 1.6039 -0.9638 3.9338
H -0.8820 -0.0885 3.5434
H -0.0708 1.4540 2.3183
H 0.5039 1.5303 4.0664
N -3.6802 0.2664 -0.2937
N 0.4315 2.0082 -0.5808
N 2.6094 -1.5480 -1.2847
N 1.3650 -0.7905 1.6454



Q: The lowest Kohn-Sham gap belongs to which entry?
A: C14H31O5S4